C5H8O | ωB97M-V/def2-TZVPD

Each line ends with the Mulliken charge.
Geometry (Å):
C: 2.39042 -0.55990 0.22567  -0.861
C: -0.14684 0.94029 -1.16171  -0.624
O: -0.83366 -0.14761 -1.45772  -0.084
C: -1.78466 -0.52821 -0.44188  -0.375
C: -1.60279 0.51376 0.59921  -0.225
C: -0.64901 1.35203 0.17940  -0.133
H: 2.86502 -1.42321 -0.24878  0.259
H: 3.12979 -0.02400 0.82706  0.281
H: 1.57388 -0.89987 0.87054  0.168
H: 1.98979 0.10674 -0.54724  0.204
H: -2.77770 -0.53533 -0.90158  0.293
H: -1.54043 -1.54136 -0.10551  0.255
H: -2.17452 0.54275 1.52087  0.400
H: -0.25952 2.21566 0.70692  0.442

Output
ΔE to the lowest compared entry with this formula, charge and spin ... 321.2 kJ/mol
Largest force on an atom ... 0.0069 hartree/bohr